A structure of composition C52H46N6O5SScTe. Source: the OMol25 dataset; level of theory: wB97M-V/def2-TZVPD.

Calculated values
gap between HOMO and LUMO (alpha / beta) = 6.2 / 6.4 eV
LUMO (alpha / beta) = -0.85 / -0.88 eV
E = -112678.407 eV
HOMO (alpha / beta) = -0.25792 / -0.26615 hartree
2S+1 = 2
expectation value of S² = 0.78

XYZ file:
```
112
C52H46N6O5SScTe (wB97M-V/def2-TZVPD)
Te -3.45799 0.98863 -3.14242
Sc 0.18242 0.32452 0.20449
S 2.22379 3.24878 1.32538
O 3.71555 -1.37600 -1.40163
O 2.83839 3.34543 2.62812
O 3.69045 -2.30844 2.73683
O 2.96327 3.78350 0.21082
O -1.15933 -1.18150 0.34526
N 2.34530 -0.36082 0.13248
N 1.78895 1.70434 1.01913
N 0.65805 -0.45931 2.46292
N -1.70373 0.98930 -0.15783
N 1.08671 1.02594 -1.79428
N 1.63938 -2.57057 0.35853
C -6.11522 2.86695 -3.73193
C -4.16952 -5.12969 -1.31744
C 2.73197 -1.65993 0.67906
C 5.23842 -1.21543 0.47372
C 2.21461 0.37104 -2.20194
C -5.84818 1.87710 -4.83766
C -2.76146 -3.21563 -2.13592
C 0.79077 -0.74025 5.22076
C 1.69966 -1.07142 3.03729
C -3.41830 -0.51715 0.77839
C -3.68607 -1.76512 1.32916
C 2.73240 0.52969 -3.50132
C 2.10391 1.41520 -4.34466
C -5.95950 -1.09688 1.73807
C -0.30174 -0.13323 4.62740
C 0.50424 1.87665 -2.62941
C -1.49444 5.82419 1.61633
C -0.32434 -0.01858 3.24825
C -5.48374 0.12229 -6.95296
C -5.69143 0.15111 1.18800
C 3.29477 -4.26054 -0.21295
C -0.54685 3.68590 1.04639
C -4.56787 0.11287 -5.90185
C -7.56748 0.94827 -8.10316
C -3.69266 -1.05150 -2.61454
C -6.57531 0.97433 -6.97306
C -4.00979 -3.70830 -1.78185
C -0.23498 6.28142 1.98996
C 4.05305 -1.93882 -0.06387
C -1.64643 4.53120 1.14587
C 0.98119 2.11942 -3.90727
C -2.05676 -0.18561 0.25394
C 4.10483 0.89839 1.30664
C 0.86336 5.44678 1.89521
C -5.09872 -2.85806 -1.88140
C 4.30353 -3.40211 -0.26944
C -4.76786 0.98075 -4.82185
C -1.17177 -1.46719 -2.89035
C 2.78644 -0.43094 -1.21428
C -3.38386 -0.81017 -6.02712
C 1.93147 -3.75100 -0.00551
C -2.57627 -1.90313 -2.55246
C -6.21729 -0.71128 -2.44286
C -4.96929 -1.53907 -2.30797
C 2.82380 0.82910 0.87147
C 2.81004 -1.67899 2.20889
C -4.95581 -2.05322 1.81056
C 0.69939 4.14587 1.42289
C 1.80250 -1.22671 4.41242
C -6.73214 1.85365 -5.91003
C -4.42344 0.43959 0.70962
C 5.20790 0.00168 1.03006
H 3.43467 -5.32042 -0.37476
H 0.46814 2.82152 -4.54723
H -8.49571 0.46364 -7.79322
H -7.56478 2.54990 -5.91528
H -3.02669 -1.16953 -5.06788
H -0.39460 2.35345 -2.25983
H -6.95096 -1.32212 2.11122
H -0.10913 7.29066 2.35940
H -5.16498 -3.02612 2.23794
H -2.61595 4.15919 0.84069
H 4.34973 1.76406 1.90408
H -3.54051 -5.32934 -0.44787
H 6.18847 -1.72506 0.37809
H -0.53724 -2.34023 -3.04653
H -6.08562 -3.22576 -1.62100
H -2.89381 -2.50159 1.35603
H 3.61623 -0.01752 -3.79585
H -0.72831 2.69852 0.64667
H 2.66915 -1.72855 4.81633
H -7.81978 1.95763 -8.43052
H 1.84542 5.79293 2.18910
H -6.47676 0.89450 1.12501
H -5.20825 3.33300 -3.35310
H -2.35258 6.47940 1.69295
H -2.55530 -0.29445 -6.52018
H -0.75912 -0.92391 -2.03598
H 1.09434 -4.41700 -0.20348
H 5.31769 -3.71456 -0.48275
H -1.16953 0.45190 2.75390
H -6.48026 -0.56734 -3.49340
H -1.12636 0.25156 5.21014
H -3.88023 -5.83366 -2.10025
H -6.08431 0.27581 -2.00251
H -5.32660 -0.55794 -7.78389
H -1.11782 -0.82078 -3.76614
H -4.18164 1.40199 0.27411
H 0.85306 -0.84040 6.29610
H 6.16495 0.39067 1.35950
H 2.48687 1.57132 -5.34479
H -1.89670 -3.86929 -2.07851
H -6.78019 3.65399 -4.08692
H -5.20233 -5.33951 -1.04105
H -7.05342 -1.20383 -1.94701
H -7.17645 0.40016 -8.95979
H -3.64404 -1.67724 -6.63469
H -6.59866 2.37736 -2.88227
```